Record 1
A molecular structure, C34H36MoNO3P3Te. Source: the OMol25 dataset; level of theory: ωB97M-V with the def2-TZVPD basis set.

XYZ file:
```
79
Properties=species:S:1:pos:R:3:forces:R:3:lowdin_charge:R:1
C 2.5993 4.8968 2.2153 -0.01 0.02 0.00 -0.059
H 3.3775 5.7054 -0.6903 -0.03 0.01 0.04 0.073
P 2.7118 1.7818 -2.0122 -0.08 -0.18 0.26 0.135
C -2.7174 1.9936 3.5897 0.00 -0.01 -0.03 -0.046
H 4.8750 3.7042 -0.7321 -0.01 -0.02 0.02 0.112
C -0.2243 1.4156 2.5159 -0.05 0.00 -0.05 -0.369
H 4.8131 6.0209 -1.6675 0.01 0.00 0.00 0.099
C -0.4944 -3.0310 -0.2555 -0.05 -0.07 -0.05 -0.215
C -3.7178 -0.6869 -4.0250 0.00 0.01 0.00 -0.042
C 0.4433 -3.5013 2.1259 0.03 0.05 -0.03 -0.003
P 1.3818 1.0215 1.8074 0.09 0.23 0.19 0.995
H 4.4185 -3.3989 -1.8445 0.00 0.00 0.01 0.125
C -0.2537 3.5336 -1.1380 0.04 -0.07 -0.02 -0.040
C -2.7820 -1.6184 -4.4544 -0.01 -0.01 -0.01 -0.046
H -3.6878 2.2179 4.0110 -0.01 0.00 0.01 0.118
H 4.7377 -2.4910 -4.1184 0.01 0.00 -0.01 0.125
H -1.2763 0.8815 0.7339 -0.06 -0.01 0.00 0.052
C -1.5735 2.1620 4.3611 0.00 0.00 0.00 -0.045
H 3.2754 5.6770 -2.4636 0.00 -0.01 -0.01 0.089
H 5.6545 3.4505 2.0086 0.02 0.00 0.00 0.118
P -0.1381 -1.6232 -1.3492 0.04 0.14 0.00 0.980
Te 3.4513 1.6152 -4.2820 -0.02 0.08 -0.05 0.918
H -1.6556 2.5184 5.3786 0.01 0.00 0.01 0.119
C 2.3985 2.5117 1.9446 -0.01 -0.03 0.03 -0.349
C -3.5593 -0.0453 -2.8039 -0.03 0.01 -0.02 -0.056
H 2.2567 -3.1109 -0.6958 0.02 -0.06 0.00 0.107
C 4.2600 3.9705 -1.5877 0.05 0.06 0.01 -0.222
H -0.3064 -3.9885 -0.7457 0.02 0.02 -0.02 0.112
O 1.1269 1.6216 -1.8113 0.24 0.12 0.01 -0.409
C 3.9820 4.7848 2.1873 0.01 0.00 -0.02 -0.062
O 3.0135 3.1940 -1.4505 -0.02 0.01 -0.07 -0.263
C -0.3279 1.8746 3.8287 0.00 0.00 0.01 -0.077
H 0.7832 -0.8470 -4.0525 0.05 -0.05 0.04 0.111
C 3.6258 -2.8415 -2.3239 0.05 0.02 -0.07 -0.034
H 4.2677 1.4438 1.7550 0.00 0.00 0.01 0.105
C 1.3734 -1.9518 -2.2886 -0.06 0.04 -0.08 -0.392
H -0.9653 -2.6527 -3.9995 0.02 -0.01 -0.01 0.115
C -2.4558 -0.3265 -2.0157 0.06 -0.01 -0.03 -0.102
H 0.0328 -4.4774 2.3252 -0.02 -0.02 0.01 0.121
H -2.9169 -2.1271 -5.3989 0.00 0.00 -0.01 0.120
H 1.4348 -2.9499 4.0678 0.00 0.00 0.02 0.119
N 0.9927 -1.5634 1.1009 0.15 -0.03 0.28 -0.216
C 1.4754 -1.5231 2.4293 -0.03 -0.01 -0.01 -0.358
H 3.1992 -0.2473 2.7681 -0.01 -0.02 0.00 0.089
C 1.1812 -2.6858 3.0545 -0.01 0.02 -0.02 -0.004
H -0.6878 2.9854 -0.3012 0.00 0.00 0.00 0.062
H 1.8993 -0.0656 3.9487 0.00 0.04 -0.01 0.106
C -1.3734 1.2497 1.7499 0.05 -0.05 -0.01 -0.117
C 0.3196 -2.7980 0.9759 0.00 0.04 0.03 -0.374
C 0.1279 2.5995 -2.2585 -0.15 0.10 -0.02 -0.207
C -1.5070 -1.2554 -2.4482 0.01 -0.04 0.05 -0.360
H 0.6064 4.0986 -0.7831 0.02 0.02 0.00 0.072
H -0.7129 1.9980 -2.6000 0.03 -0.01 -0.02 0.115
C -2.6202 1.5376 2.2829 -0.02 0.01 0.03 -0.058
C 2.4106 -2.6692 -1.6731 -0.08 0.03 0.02 -0.084
H -1.0019 4.2351 -1.5081 -0.01 0.01 0.00 0.101
C 3.8043 -2.3276 -3.5969 0.02 -0.05 0.07 -0.038
H 2.8960 -1.2858 -5.2438 0.00 0.01 0.00 0.093
H -3.5141 1.4046 1.6884 -0.01 -0.01 -0.01 0.111
H 0.5492 3.1298 -3.1149 0.01 -0.04 0.02 0.114
C 1.5759 -1.4046 -3.5640 -0.03 0.00 -0.07 -0.125
H -1.5658 -2.9799 -0.0357 0.02 -0.03 -0.01 0.109
Mo 1.4263 -0.2179 -0.2941 -0.21 -0.18 -0.40 1.189
H -4.5788 -0.4663 -4.6411 -0.01 0.00 0.00 0.120
H 0.7287 3.8536 2.1513 0.03 0.02 -0.01 0.108
H 0.5608 2.0185 4.4318 0.01 0.00 0.01 0.120
C 1.8071 3.7643 2.0961 -0.02 -0.01 0.01 -0.086
C -1.6793 -1.9094 -3.6679 -0.01 -0.06 0.03 -0.080
C 3.7897 2.4073 1.8879 -0.03 -0.02 -0.02 -0.098
C 3.8989 5.4309 -1.6047 0.01 -0.05 -0.02 -0.044
H -2.3389 0.1654 -1.0574 0.00 0.02 0.01 0.085
C 2.7753 -1.6222 -4.2214 -0.03 0.03 -0.01 -0.149
O 3.1650 0.5890 -1.1770 -0.04 -0.01 0.04 -0.463
H 2.1354 5.8643 2.3559 0.00 0.00 0.00 0.118
H -4.2980 0.6687 -2.4663 -0.01 0.01 0.00 0.116
H 4.7629 3.6561 -2.5031 -0.01 0.00 -0.01 0.075
H 4.5986 5.6654 2.3083 0.01 0.01 0.00 0.119
C 4.5763 3.5402 2.0186 0.01 0.02 0.00 -0.075
C 2.1141 -0.2567 2.8970 0.03 -0.05 -0.03 -0.222
```
Positions in Å, forces in eV/Å.

Results
⟨S²⟩	2.0117
total energy	-80478.7112	eV
Kohn-Sham gap (alpha / beta)	6.91 / 4.92	eV
total charge	+2
largest force on an atom	0.49	eV/A
energy above the lowest of the compared OMol25 structures with the same formula, charge and spin	0.0	kcal/mol
2S+1	3

Record 2
A molecular structure, C34H36N3OSn. Source: the OMol25 dataset; level of theory: ωB97M-V with the def2-TZVPD basis set.

XYZ file:
```
75
Properties=species:S:1:pos:R:3:forces:R:3:lowdin_charge:R:1
C 0.3335 -2.1380 -0.2515 -0.01 -0.04 -0.11 -0.188
C -0.3263 4.9041 1.0551 0.02 -0.06 0.00 -0.031
H 0.0967 5.5729 0.3231 0.01 0.03 0.03 0.086
C -4.1804 1.4495 -0.1466 0.01 -0.14 -0.03 -0.489
H -4.6467 -5.6513 0.4817 0.00 0.00 0.00 0.077
N 0.9676 2.9194 0.2493 0.08 -0.18 0.10 -0.072
C 3.7124 -4.2616 -1.6533 -0.03 0.01 0.01 -0.122
O -3.0189 1.7825 -0.1673 -0.15 0.13 0.11 -0.044
C -1.2978 5.3906 1.9220 -0.01 -0.03 0.01 -0.112
H 4.7949 -6.1307 -1.6376 0.01 0.00 0.01 0.078
C 2.8499 -6.2731 -0.7124 -0.03 0.03 0.00 -0.124
C -0.6803 2.6984 1.9279 0.11 -0.06 0.00 -0.229
H -1.8445 -2.4339 0.9147 -0.01 0.01 0.00 0.071
H -5.3284 3.1042 -0.8272 -0.01 -0.02 -0.01 0.089
C 2.5390 -3.6052 -1.3262 0.02 0.00 -0.02 -0.050
H -4.0877 -0.3744 -1.2464 0.01 0.00 0.01 0.096
H 1.9285 1.0173 -3.4307 -0.01 0.00 0.01 0.091
H -1.4942 0.3221 3.3433 -0.02 0.02 0.01 0.089
H 2.0035 5.5038 0.2954 -0.01 0.02 -0.03 0.085
C 1.6765 -5.6183 -0.3746 0.02 -0.01 -0.03 -0.066
C 3.4852 3.1807 -2.3800 0.02 0.02 0.01 -0.044
C -3.6633 -5.2322 0.3102 0.03 0.01 -0.02 -0.148
H 0.9250 -6.1538 0.1888 -0.03 -0.03 -0.03 0.095
H -6.2370 2.0478 0.2724 0.01 0.00 0.01 0.069
C -2.6885 -5.9437 -0.3815 0.02 0.02 0.01 -0.126
C 3.8830 -5.6128 -1.3684 -0.03 0.02 0.01 -0.146
C -1.6378 3.1925 2.7910 -0.03 0.04 -0.02 -0.043
H -2.4054 0.7221 1.8644 0.01 0.00 -0.02 0.067
H -2.9204 -6.9290 -0.7725 0.01 0.00 -0.01 0.088
H 0.7068 0.9256 3.5713 0.01 0.02 0.01 0.092
H 3.4924 0.3538 -2.8910 0.00 0.02 -0.01 0.086
C 1.9057 3.5200 -0.5411 -0.04 0.01 -0.01 -0.245
N 2.2922 1.2636 -1.3788 -0.02 -0.05 -0.11 -0.318
C -4.5542 -0.0046 -0.3330 -0.02 0.05 -0.02 -0.003
H 3.0522 1.2720 0.5769 -0.03 -0.01 0.01 0.078
H -0.7217 -5.9870 -1.1892 0.02 -0.03 0.01 0.093
Sn -0.0868 1.0695 -0.7527 0.17 0.16 -0.09 1.205
H 2.4300 -2.5531 -1.5591 0.02 0.00 -0.01 0.075
N -0.3904 1.2986 1.8065 -0.21 -0.04 0.12 -0.273
C -3.3340 -3.9572 0.7608 0.05 0.01 -0.02 -0.129
C 3.8441 4.5264 -2.3647 -0.02 -0.01 0.03 -0.119
C 0.4179 -0.9116 -0.1575 0.09 0.04 0.11 -0.281
C 2.5617 2.6799 -1.4848 0.05 -0.01 0.01 -0.225
H -5.6288 -0.1727 -0.3685 0.01 0.00 0.00 0.071
C 2.3601 4.8517 -0.4856 0.04 -0.01 -0.01 -0.036
H 1.6290 1.6669 2.2392 0.01 -0.01 0.00 0.075
H 3.9546 2.5126 -3.0911 -0.02 -0.01 0.00 0.101
C -1.9457 4.5509 2.8110 0.02 -0.02 -0.05 -0.117
H 4.5066 -3.7102 -2.1461 -0.01 0.00 0.00 0.088
H -4.1222 -0.5871 0.4841 -0.01 0.01 0.01 0.078
H -4.0741 -3.3667 1.2925 0.01 0.00 0.01 0.084
C 3.3010 5.3383 -1.3841 -0.01 -0.04 0.02 -0.114
H 3.6126 6.3736 -1.3061 -0.01 0.00 0.00 0.094
C -2.0733 -3.4273 0.5513 -0.04 -0.02 0.02 -0.052
H -1.2142 -0.5976 1.8480 0.03 -0.02 0.04 0.060
C -1.4458 0.3892 2.2492 0.06 0.03 0.00 -0.094
C 1.4570 -4.2603 -0.6966 -0.05 0.01 0.08 -0.187
H 4.5561 4.9129 -3.0817 0.01 0.00 0.01 0.088
C 3.1474 0.6782 -0.3287 0.01 -0.03 -0.05 -0.065
C -5.2611 2.4861 0.0704 -0.03 -0.03 0.01 -0.013
H 2.9647 -7.3184 -0.4451 0.00 0.00 0.02 0.088
C 0.0552 3.5523 1.0628 -0.06 0.15 -0.05 -0.252
H -4.9593 3.1374 0.8906 0.01 0.01 -0.02 0.082
C 2.4410 0.5008 -2.6197 -0.04 0.01 0.00 -0.111
H 1.1723 -0.0525 2.1438 -0.02 0.00 0.01 0.073
H 4.1945 0.6861 -0.6549 0.00 0.02 0.00 0.096
H 2.8215 -0.3418 -0.1280 0.01 0.00 -0.01 0.066
H -2.1654 2.5131 3.4485 0.01 -0.01 0.00 0.102
H -2.6957 4.9318 3.4923 0.00 0.00 0.00 0.088
C 0.2458 -3.5363 -0.3508 0.01 -0.03 0.03 -0.211
H 1.9824 -0.4786 -2.4741 0.02 -0.01 0.02 0.064
C -1.0515 -4.1397 -0.1207 0.02 0.02 -0.05 -0.185
C -1.4260 -5.4172 -0.5997 -0.02 0.01 0.03 -0.064
H -1.5566 6.4425 1.8851 0.00 0.00 -0.01 0.093
C 0.8638 0.9364 2.4859 -0.01 0.01 -0.08 -0.073
```
Positions in Å, forces in eV/Å.

Results
total energy	-48190.8350	eV
Kohn-Sham gap	4.92	eV
total charge	-1
largest force on an atom	0.25	eV/A
2S+1	1